1.
DFT (the ωB97M-V functional and the def2-TZVPD basis) results for C20H14CuN2O8 as an isolated structure in a non-equilibrium geometry.

Cartesian coordinates (Å):
Cu1 -0.414 -0.750 0.799
C1 1.846 7.662 1.189
C2 2.062 6.353 0.505
C3 1.647 5.046 1.336
O1 1.823 3.929 0.782
C4 0.938 5.161 2.587
C5 0.719 6.392 3.157
C6 1.282 7.679 2.427
O2 1.260 8.802 3.016
O3 0.134 6.313 4.277
O4 2.614 6.152 -0.568
H1 2.332 8.550 0.811
H2 0.683 4.190 2.986
C7 1.107 -2.685 -6.711
C8 0.619 -3.745 -7.611
C9 -0.143 -4.937 -6.793
O5 -0.702 -5.809 -7.464
C10 -0.189 -4.932 -5.340
C11 0.368 -3.906 -4.630
C12 1.058 -2.802 -5.355
O6 1.727 -1.809 -4.800
O7 0.164 -3.933 -3.336
O8 0.678 -3.837 -8.878
H3 1.716 -1.948 -7.213
H4 -0.674 -5.744 -4.819
N1 -4.548 1.146 0.972
C13 -4.533 0.581 -0.275
C14 -4.501 -0.823 -0.224
C15 -4.433 -1.065 1.207
C16 -4.380 0.167 1.929
H5 -4.713 2.105 1.244
H6 -4.517 1.124 -1.208
H7 -4.487 -1.536 -1.035
H8 -4.519 -2.075 1.578
H9 -4.549 0.332 2.983
N2 1.458 -3.720 4.236
C17 2.758 -3.876 3.928
C18 3.424 -2.728 3.998
C19 2.455 -1.796 4.479
C20 1.239 -2.393 4.476
H10 0.772 -4.453 4.348
H11 3.020 -4.867 3.588
H12 4.497 -2.686 3.884
H13 2.647 -0.775 4.775
H14 0.256 -2.050 4.767

Calculated values
Net charge: -3
Calculated total energy: -3122.10069 Ha

=====

2.
DFT (the ωB97M-V functional and the def2-TZVPD basis) results for a 2-piece molecular cluster, C5H11NO2 overall in a non-equilibrium geometry.

Cartesian coordinates (Å):
C1 -1.201 2.320 -0.729
C2 -0.520 1.884 0.317
C3 0.379 0.620 0.273
C4 -0.708 -0.394 0.518
C5 -1.080 -0.632 1.957
O1 -1.142 -1.080 -0.392
H1 -1.754 3.243 -0.699
H2 -1.261 1.746 -1.639
H3 -0.495 2.448 1.239
H4 0.794 0.508 -0.728
H5 1.114 0.644 1.074
H6 -2.089 -1.033 2.021
H7 -0.996 0.277 2.550
H8 -0.388 -1.371 2.366
N1 2.117 -1.554 -1.986
O2 1.436 -2.136 -0.877
H9 3.031 -1.285 -1.614
H10 2.276 -2.304 -2.659
H11 0.488 -1.902 -0.992

Calculated values
SMILES string: C=CCC(C)=O.NO
Net charge: 0
Energy above the lowest of the compared OMol25 structures with the same formula, charge and spin: 3.369 eV
Calculated total energy: -402.25433 Ha

=====

3.
DFT (the ωB97M-V functional and the def2-TZVPD basis) results for a 2-piece molecular cluster, H3N2P overall in a non-equilibrium geometry.

Cartesian coordinates (Å):
N1 1.294 -0.568 0.230
N2 -1.176 -0.119 -0.082
P1 0.349 0.594 -0.072
H1 3.107 0.670 -0.012
H2 -1.591 -1.004 0.030
H3 -1.983 0.427 -0.095

Calculated values
Net charge: 0
Energy above the lowest of the compared OMol25 structures with the same formula, charge and spin: 4.528 eV
Calculated total energy: -452.49193 Ha

=====

4.
DFT (the ωB97M-V functional and the def2-TZVPD basis) results for a 4-piece molecular cluster, C3H15NO3S overall in a non-equilibrium geometry.

Cartesian coordinates (Å):
C1 0.708 -0.337 -0.957
C2 1.187 -1.711 -0.414
C3 0.154 -2.811 -0.659
S1 -0.935 -3.028 0.868
N1 0.056 0.671 -0.077
H1 0.060 -0.515 -1.808
H2 1.610 0.192 -1.298
H3 2.072 -2.007 -0.995
H4 1.552 -1.598 0.602
H5 0.530 -3.811 -0.874
H6 -0.490 -2.556 -1.494
H7 -1.613 -1.895 0.968
H8 0.673 0.885 0.708
H9 -0.718 0.125 0.293
H10 -3.711 -0.962 1.399
H11 -3.396 0.306 0.665
O1 -2.947 -0.510 0.979
H12 -0.545 4.452 -1.179
H13 -1.071 3.100 -1.262
O2 -1.403 3.984 -1.043
H14 2.948 2.987 2.520
H15 2.425 2.787 1.177
O3 2.852 2.250 1.881

Calculated values
Net charge: -1
2S+1: 2
Energy above the lowest of the compared OMol25 structures with the same formula, charge and spin: 0.783 eV
Calculated total energy: -801.89581 Ha

=====

no.,M (u)
1,473.88
2,117.15
3,62.01
4,145.22